Here is 2 unconnected molecules or ions with the total composition C4H8Cl from OMol25. Energies are from ωB97M-V/def2-TZVPD.

Cartesian coordinates (Å):
Cl  3.95  -2.47  1.79
H  3.43  -1.79  0.84
C  -1.24  -0.04  0.83
C  -0.39  1.20  0.45
C  -0.67  0.84  -1.01
C  -1.05  -0.64  -0.71
H  -0.56  -0.67  1.58
H  -0.77  2.23  0.82
H  0.74  1.26  0.68
H  -1.60  1.44  -1.17
H  0.03  0.98  -1.90
H  -0.08  -1.13  -0.92
H  -1.78  -1.19  -1.29

Its HOMO energy (spin up / spin down) is -9.307 / -10.048 eV. As for the spin multiplicity: 2. The total energy comes out at -617.2364 a.u. The calculation puts the relative energy (zero: lowest compared OMol25 entry of this formula, charge and spin) at 2.5456 eV. As for the expectation value of S²: 0.7536. As for the net charge: 0. For the LUMO energy (spin up / spin down), the calculation gives 0.0226 / -0.0215 Eh.

Here is 2 unconnected molecules or ions with the total composition C4H8Cl3OP from OMol25. Energies are from ωB97M-V/def2-TZVPD.

Cartesian coordinates (Å):
C  -0.88  -0.62  -1.41
C  -1.94  0.23  0.64
C  -1.14  0.62  -0.62
C  2.64  -0.97  1.14
O  0.03  1.33  -0.43
P  0.69  1.73  1.05
Cl  1.77  -2.42  0.85
Cl  3.50  -0.35  -0.29
Cl  2.39  2.51  0.42
H  -0.08  -0.39  -2.29
H  -0.36  -1.31  -0.88
H  -1.81  -1.14  -1.67
H  -2.50  1.14  1.03
H  -1.25  -0.12  1.36
H  -2.64  -0.52  0.37
H  -1.86  1.41  -1.15
H  3.46  -1.12  1.90

Its HOMO energy (spin up / spin down) is -7.513 / -9.023 eV. The total energy comes out at -1954.2790 a.u. The calculation puts the relative energy (zero: lowest compared OMol25 entry of this formula, charge and spin) at 4.3960 eV. As for the net charge: 0. For the LUMO energy (spin up / spin down), the calculation gives -0.0377 / -0.0181 Eh.

Here is 2 unconnected molecules or ions with the total composition C4H8Cl4 from OMol25. Energies are from ωB97M-V/def2-TZVPD.

Cartesian coordinates (Å):
Cl  -4.02  -1.70  3.09
C  -3.03  -1.50  1.58
C  -1.95  -0.38  1.84
Cl  -0.75  -1.05  2.98
H  -3.72  -1.36  0.75
H  -2.59  -2.45  1.28
H  -2.42  0.48  2.31
H  -1.35  -0.03  1.00
Cl  3.85  0.73  -3.66
C  2.66  1.46  -2.44
C  2.28  0.51  -1.22
Cl  1.02  1.25  -0.23
H  1.79  1.72  -3.04
H  3.04  2.45  -2.18
H  3.11  0.38  -0.53
H  2.09  -0.51  -1.53

Its HOMO energy (spin up / spin down) is 0.783 / -7.474 eV. As for the spin multiplicity: 2. The total energy comes out at -1997.9296 a.u. The calculation puts the relative energy (zero: lowest compared OMol25 entry of this formula, charge and spin) at 0.3574 eV. As for the expectation value of S²: 0.7511. As for the net charge: -1. For the LUMO energy (spin up / spin down), the calculation gives 0.1067 / 0.1047 Eh.